No. 1
Computed, not measured: 2 unconnected molecules or ions with the total composition C9H14O2 in a non-equilibrium geometry, with ωB97M-V/def2-TZVPD.

The geometry in XYZ format:
```
25
Properties=species:S:1:pos:R:3
C 2.2534 -0.7978 -0.5808
C 1.8111 0.1400 -1.7182
O 1.8269 -2.1407 -0.6794
H 3.3285 -0.7636 -0.4225
H 1.7760 -0.3538 0.2979
H 1.9001 -0.3728 -2.6821
H 0.8877 -2.1580 -0.8702
H 2.3608 1.0695 -1.5899
H 0.7588 0.3315 -1.6088
C -0.2330 0.6060 2.9334
C -1.1871 1.3977 -0.6584
C -1.5259 0.1198 -1.1365
C -0.9040 1.5817 0.6856
C -0.9093 0.4891 1.5891
C -1.4615 -0.9480 -0.2689
C -1.1869 -0.7544 1.0783
O -1.8959 0.0866 -2.4401
H -1.1494 2.1979 -1.3839
H -0.9352 2.5841 1.0818
H -1.7615 -1.9391 -0.6032
H -2.3986 -0.6895 -2.6921
H -0.9185 0.3588 3.7509
H 0.0859 1.6188 3.1866
H -1.1461 -1.6004 1.7535
H 0.6240 -0.0634 2.9778
```

Summary:
DFT total energy = -501.78609 a.u.
Energy above the lowest of the compared OMol25 structures with the same formula, charge and spin = 1.362 eV
SMILES string = Cc1ccc(O)cc1.CCO
Kohn-Sham gap = 0.33986 Eh
E_LUMO = 0.69 eV

The natural (NBO) scheme yields these atomic charges, measured in e: -0.0537, -0.6418, -0.7222, 0.1736, 0.1474, 0.2073, 0.4652, 0.2130, 0.2085, -0.6305, -0.2594, 0.2994, -0.1860, -0.0525, -0.3238, -0.1782, -0.6762, 0.2275, 0.2139, 0.2120, 0.4864, 0.2162, 0.2174, 0.2138, 0.2228

***

No. 2
Computed, not measured: 6 unconnected molecules or ions with the total composition C38H34F9NO3 in a non-equilibrium geometry, with ωB97M-V/def2-TZVPD.

The geometry in XYZ format:
```
85
Properties=species:S:1:pos:R:3
C 1.9154 4.6460 -4.6010
C 2.4203 4.0154 -3.3346
N 2.0813 4.5505 -2.2448
C 3.3306 2.8043 -3.5018
C 2.8635 1.4993 -2.8784
C 2.7690 1.4098 -1.3505
F 2.5544 0.1026 -1.0314
F 1.7118 2.0824 -0.8740
C 4.0260 1.8127 -0.5673
F 4.4973 3.0063 -0.9734
F 4.9834 0.8821 -0.7229
C 3.7992 0.4084 -3.4231
O 2.9669 -0.7002 -3.7246
C 1.7207 -0.2122 -3.9205
O 0.8344 -0.8021 -4.4783
O 1.6236 1.0216 -3.3957
H 2.5499 4.3888 -5.4366
H 2.0032 5.7138 -4.4778
H 0.8853 4.3855 -4.7889
H 2.4978 4.0632 -1.4543
H 3.3962 2.6126 -4.5599
H 4.3353 3.0337 -3.1754
H 3.7947 1.8833 0.4908
H 4.6401 0.1188 -2.8099
H 4.2410 0.6820 -4.3737
F -4.3755 -4.6546 -4.3835
C -4.0650 -3.3475 -4.4930
C -2.7354 -2.9732 -4.5056
C -2.4203 -1.6272 -4.6234
C -3.4333 -0.6815 -4.7135
C -4.7634 -1.0778 -4.6922
C -5.0869 -2.4233 -4.5880
H -1.9634 -3.7271 -4.4254
H -1.3858 -1.3117 -4.6399
H -3.1809 0.3674 -4.7918
H -5.5517 -0.3397 -4.7501
H -6.1159 -2.7565 -4.5752
F -5.6097 -0.3834 -0.8711
C -4.4487 -0.8492 -0.3658
C -3.5163 -1.3978 -1.2225
C -2.3254 -1.8727 -0.6995
C -2.0845 -1.8064 0.6643
C -3.0356 -1.2517 1.5101
C -4.2283 -0.7621 0.9946
H -3.7198 -1.4579 -2.2816
H -1.5852 -2.3023 -1.3614
H -1.1582 -2.1901 1.0643
H -2.8523 -1.2014 2.5761
H -4.9808 -0.3212 1.6350
F 1.3944 4.3829 0.6540
C 0.0795 4.6233 0.4681
C -0.3433 5.9177 0.2506
C -1.6960 6.1528 0.0563
C -2.6010 5.1001 0.0889
C -2.1521 3.8059 0.3123
C -0.8002 3.5602 0.4998
H 0.3784 6.7229 0.2328
H -2.0441 7.1610 -0.1223
H -3.6554 5.2890 -0.0609
H -2.8546 2.9836 0.3406
H -0.4279 2.5578 0.6667
F 2.9825 1.4187 2.2539
C 2.8858 0.4284 3.1739
C 1.6302 0.0205 3.5639
C 1.5166 -0.9963 4.4988
C 2.6593 -1.5753 5.0350
C 3.9146 -1.1412 4.6320
C 4.0351 -0.1312 3.6878
H 0.7574 0.4957 3.1376
H 0.5417 -1.3286 4.8097
H 2.5702 -2.3639 5.7692
H 4.8045 -1.5887 5.0528
H 5.0033 0.2171 3.3531
F -0.2442 -3.3687 4.3221
C -0.3868 -4.3874 5.1980
C -1.6590 -4.7733 5.5666
C -1.8051 -5.8207 6.4635
C -0.6861 -6.4585 6.9812
C 0.5836 -6.0516 6.5972
C 0.7399 -5.0101 5.6943
H -2.5170 -4.2582 5.1552
H -2.7953 -6.1393 6.7582
H -0.8046 -7.2732 7.6824
H 1.4566 -6.5463 7.0003
H 1.7201 -4.6849 5.3735
```

Summary:
DFT total energy = -2647.68731 a.u.
SMILES string = [H]/N=C(/C)C[C@]1(C(F)(F)C(F)F)COC(=O)O1.Fc1ccccc1.Fc1ccccc1.Fc1ccccc1.Fc1ccccc1.Fc1ccccc1
Kohn-Sham gap = 0.35044 Eh
E_LUMO = 0.55 eV

The Mulliken scheme yields these atomic charges, measured in e: -1.3611, 0.6779, -0.6384, -1.3900, 1.5587, 0.3910, -0.4099, -0.0941, 0.1994, -0.2908, -0.3088, -0.5909, -0.3344, 0.5121, -0.5811, -0.5231, 0.3771, 0.4124, 0.2661, 0.1400, 0.5557, 0.4246, 0.2883, 0.3553, 0.3758, -0.3350, 0.4878, -0.5446, -0.1885, -0.6442, -0.3575, -0.5223, 0.4523, 0.4779, 0.4050, 0.3864, 0.4133, -0.3211, 0.2299, 0.3273, -0.4943, -0.6198, -0.4355, -0.5951, 0.1137, 0.4042, 0.5217, 0.4436, 0.4471, -0.3274, 0.3744, -0.4666, -0.3808, -0.5188, -0.5542, -0.3471, 0.4221, 0.3589, 0.3837, 0.4911, 0.5561, -0.2460, 0.5572, -0.5123, -0.4179, -0.6780, -0.4394, -0.5324, 0.5192, 0.4092, 0.4766, 0.3775, 0.4225, -0.1984, 0.3430, -0.4766, -0.4087, -0.5560, -0.4352, -0.2694, 0.4298, 0.3600, 0.3730, 0.3592, 0.4875

***

No. 3
Computed, not measured: a molecular structure, C45H49BI2N5O6Zr in a non-equilibrium geometry, with ωB97M-V/def2-TZVPD.

The geometry in XYZ format:
```
109
Properties=species:S:1:pos:R:3
Zr -0.2023 -0.0308 -0.1400
C 0.6032 2.7138 -3.6441
C -0.8621 2.9652 -3.4407
C -1.4449 4.1032 -3.9793
C -2.8074 4.3121 -3.8843
C -3.6008 3.3801 -3.2393
C -3.0445 2.2520 -2.6580
C -3.9120 1.2649 -1.9429
C -1.6583 2.0447 -2.7429
N -1.0525 0.8612 -2.2559
C -1.4135 -0.2079 -2.9711
O -2.2360 -0.2648 -3.8919
C -0.5411 -1.4052 -2.7123
C -0.7255 -2.5916 -3.4160
C 0.2373 -3.5787 -3.3092
C 1.3731 -3.3287 -2.5575
C 1.4626 -2.1295 -1.8561
N 0.5199 -1.1932 -1.9354
C 2.7057 -1.7549 -1.0892
O 3.7062 -2.4780 -1.2002
N 2.5830 -0.6238 -0.4084
C 3.8145 -0.1590 0.1036
C 4.2217 -0.4385 1.4171
C 3.4379 -1.3870 2.2712
C 5.3832 0.1431 1.9063
C 6.1611 0.9649 1.1105
C 5.7989 1.1794 -0.2083
C 4.6414 0.6182 -0.7275
C 4.2916 0.7948 -2.1764
H 0.9353 3.1371 -4.5903
H 0.8112 1.6442 -3.6363
H 1.1859 3.1809 -2.8427
H -0.8250 4.8207 -4.5026
H -3.2572 5.1905 -4.3244
H -4.6724 3.5309 -3.1873
H -4.9136 1.6583 -1.7737
H -3.4562 0.9937 -0.9896
H -3.9968 0.3509 -2.5305
H -1.6054 -2.6974 -4.0312
H 0.1208 -4.5193 -3.8273
H 2.1938 -4.0297 -2.5009
H 3.8638 -2.3862 2.1780
H 3.4690 -1.1001 3.3225
H 2.4055 -1.4393 1.9258
H 5.6823 -0.0566 2.9262
H 7.0561 1.4183 1.5150
H 6.4310 1.7830 -0.8480
H 4.6847 1.7348 -2.5578
H 3.2114 0.7678 -2.3173
H 4.7194 -0.0261 -2.7526
N -1.7985 -0.4002 2.3543
C -3.1255 -0.4619 1.7701
C -3.0944 -1.1035 0.3506
O -4.1069 -1.6431 -0.0585
O -2.0030 -0.9699 -0.2916
H -1.4502 -1.3266 2.5913
H -1.8211 0.1563 3.2041
H -3.4991 0.5599 1.6413
H -3.8674 -1.0045 2.3757
I 1.9001 2.6181 -0.2093
C 2.4341 2.2228 1.8443
I 1.1073 1.0176 3.0629
H 2.5414 3.1742 2.3554
H 3.3801 1.6913 1.8233
C -0.9376 4.4215 2.9665
C -1.9079 3.6515 2.0621
C -3.2839 3.6468 2.7305
O -1.4330 2.3048 1.9880
B -1.0357 1.9535 0.7073
O -1.2710 3.0302 -0.1184
C -1.8983 4.1206 0.5626
C -3.2943 4.3105 -0.0316
C -1.0792 5.3854 0.2939
H -0.9091 3.9251 3.9340
H -1.2603 5.4507 3.1001
H 0.0674 4.4099 2.5542
H -3.1709 3.3100 3.7581
H -3.9671 2.9722 2.2242
H -3.7105 4.6453 2.7342
H -3.8625 3.3873 0.0202
H -3.1869 4.5703 -1.0809
H -3.8386 5.0983 0.4812
H -0.0372 5.2589 0.5716
H -1.4944 6.2303 0.8356
H -1.1106 5.5930 -0.7721
N 0.3878 -1.6694 1.0322
C 0.2754 -2.9086 1.0728
C 1.2800 -3.8133 1.7541
C 2.3309 -4.3672 1.0319
C 3.2248 -5.2252 1.6463
C 3.0743 -5.5481 2.9839
C 2.0234 -5.0089 3.7058
C 1.1279 -4.1496 3.0929
C -0.8469 -3.8119 0.6005
C -2.0810 -3.7894 1.2404
C -3.0440 -4.7462 0.9722
C -2.7836 -5.7660 0.0752
C -1.5553 -5.8076 -0.5629
C -0.5996 -4.8420 -0.3039
H 2.4759 -4.1017 -0.0023
H 4.0458 -5.6381 1.0777
H 3.7733 -6.2260 3.4543
H 1.9033 -5.2596 4.7510
H 0.3083 -3.7318 3.6620
H -2.2916 -3.0396 1.9879
H -3.9976 -4.6989 1.4767
H -3.5289 -6.5257 -0.1168
H -1.3226 -6.6071 -1.2529
H 0.3605 -4.9072 -0.7915
```

Summary:
DFT total energy = -3136.98506 a.u.
Energy above the lowest of the compared OMol25 structures with the same formula, charge and spin = 6.729 eV
Charge = -1
Kohn-Sham gap = 0.25936 Eh
E_LUMO = 1.71 eV

Atomic partial charges in e from the Mulliken method, atoms 1 to 99: -2.6681, -1.3640, 1.6746, -1.0869, -0.6368, -0.7618, 1.8569, -1.6546, -1.2039, 0.8212, -0.3982, -0.7981, 0.5005, -0.7740, -0.8287, -0.2208, 0.3366, 0.9530, -0.1770, -0.8637, 1.9001, -1.0837, 0.8435, -1.2883, -0.3237, -0.9465, -0.9096, 1.7286, -1.4166, 0.5305, 0.0741, -0.0480, 0.4503, 0.3684, 0.4006, 0.4231, -0.1522, 0.3711, 0.5897, 0.4392, 0.5678, 0.3538, 0.4781, -0.7332, 0.4187, 0.3834, 0.4368, 0.4533, -0.1022, 0.3248, -0.1046, -0.4340, 1.0328, -0.7314, -0.2619, -0.0045, 0.3301, -0.3419, 0.5033, 0.0005, -0.7741, 0.0866, 0.8178, 0.3033, -2.0367, 1.7690, -2.0372, -0.2046, 1.1610, 0.3744, 2.0085, -1.9657, -2.0684, 0.4773, 0.4020, 0.1855, 0.4497, 0.2888, 0.3786, 0.2372, 0.3241, 0.5074, 0.2558, 0.4183, 0.4596, 0.2634, 0.0127, -0.4816, 0.6473, -1.0402, -0.6248, -0.8580, -0.1870, 0.8809, -0.3100, -0.6513, -0.8634, -1.0834, 0.2401